[1]
{
  "formula": "C31H49GaN5O3Se2Si2",
  "method": "wB97M-V/def2-TZVPD",
  "species": ["Ga", "C", "Se", "C", "C", "Se", "C", "H", "H", "H", "H", "H", "H", "H", "H", "H", "H", "C", "Si", "C", "C", "C", "C", "C", "C", "C", "C", "N", "Si", "C", "C", "C", "H", "H", "H", "H", "H", "H", "H", "H", "H", "H", "H", "H", "H", "H", "H", "H", "H", "H", "H", "H", "H", "H", "N", "C", "N", "C", "C", "C", "C", "C", "C", "H", "H", "H", "H", "H", "H", "C", "C", "C", "C", "C", "C", "O", "N", "C", "O", "N", "C", "O", "H", "H", "H", "H", "H", "H", "H", "H", "H", "H", "H"],
  "positions_angstrom": [[-0.4917, -1.8979, 1.9410], [-4.5884, 0.7874, -3.7292], [-3.3666, 1.1992, -2.2699], [-4.0048, -0.0414, -0.8938], [-3.0101, -0.0815, 0.3145], [-3.2634, 1.5420, 1.3399], [-3.6104, -0.1829, 4.3417], [-5.5506, 0.5977, -3.4149], [-4.1778, -0.1547, -4.1648], [-4.5807, 1.5097, -4.4938], [-4.0354, -1.0508, -1.3452], [-5.0540, 0.1300, -0.6002], [-1.9851, -0.1520, -0.0406], [-3.1728, -0.9249, 0.9849], [-3.5890, 0.2053, 5.2978], [-3.7333, -1.2732, 4.3543], [-4.3833, 0.3267, 3.7521], [0.7895, 0.9585, -2.1558], [1.4404, 1.8993, -0.7024], [0.4144, 3.4874, -0.5029], [3.2600, 2.3729, -0.7506], [1.6652, -0.5825, 0.9404], [1.1720, -1.4902, -0.0885], [1.9125, -2.5523, -0.5827], [1.4001, -3.3556, -1.5927], [0.0704, -3.1891, -2.0369], [-0.6513, -2.2436, -1.3412], [-0.1640, -1.4417, -0.3621], [3.3388, -0.5823, 1.8138], [3.3596, 0.9543, 2.9710], [4.8449, -0.4144, 0.7415], [3.4624, -2.1535, 2.8597], [1.0146, 1.7530, -2.8540], [-0.2648, 0.8011, -2.1797], [1.3750, 0.1041, -2.4651], [0.1555, 3.7576, -1.5404], [1.0495, 4.2843, -0.0256], [-0.4556, 3.4415, 0.1212], [3.3612, 3.2638, -1.3371], [3.7677, 1.5588, -1.2399], [3.7210, 2.5990, 0.2026], [2.9848, -2.7023, -0.3151], [1.9910, -4.0994, -2.0693], [-0.4507, -3.7495, -2.7640], [-1.6921, -2.1292, -1.6517], [3.2563, 1.8183, 2.3410], [4.3299, 1.1057, 3.4420], [2.6452, 0.9094, 3.7889], [5.3536, 0.5167, 0.6707], [4.5854, -0.6270, -0.2921], [5.4967, -1.1289, 1.1796], [2.5420, -2.3588, 3.3958], [4.2411, -2.0948, 3.6539], [3.7269, -3.0826, 2.3307], [-0.9555, -4.0805, -7.0808], [-1.7251, -3.2243, -6.3344], [-1.0963, -2.5369, -5.4560], [0.2438, -3.0095, -5.5660], [1.3640, -2.6079, -4.8319], [2.5841, -3.1497, -5.2307], [2.6461, -4.1279, -6.2364], [1.5359, -4.5153, -6.9501], [0.3324, -3.9287, -6.5804], [-1.2966, -4.7795, -7.7054], [-2.8005, -3.1353, -6.4174], [1.2990, -1.7515, -4.1429], [3.4545, -2.8302, -4.6193], [3.5282, -4.7560, -6.4317], [1.5574, -5.3186, -7.7295], [0.4200, 1.2739, 5.2456], [-0.9636, 1.9369, 5.1493], [-1.5612, 2.3024, 3.7987], [-2.8583, 3.2485, 4.0136], [-3.1430, 4.3991, 3.0971], [-0.4521, 3.1406, 3.2052], [-0.2459, 4.2213, 3.6274], [0.4170, 2.5662, 2.2379], [0.1688, 1.3142, 1.7785], [1.0680, 0.8294, 0.8239], [-0.7676, 0.5526, 2.1373], [-1.8896, 1.0049, 2.9049], [-2.3284, -0.0686, 3.6417], [0.7895, 1.2252, 6.2590], [1.1595, 1.7586, 4.6510], [0.3633, 0.2402, 4.8560], [-0.8836, 2.9235, 5.5695], [-1.6122, 1.2732, 5.7732], [-2.7876, 3.6899, 5.0185], [-3.6846, 2.5256, 3.9831], [-2.4598, 5.1426, 3.3704], [-4.1636, 4.7634, 3.2005], [-2.9575, 4.1665, 2.0330], [1.2497, 3.1751, 1.9609]],
  "atomic_forces_ev_per_a": [[0.3, 0.6, -0.1], [2.6, -2.2, -0.2], [-0.1, 0.6, 0.4], [0.0, -1.3, 0.3], [-0.6, 0.2, -0.9], [0.8, 0.0, 1.2], [0.6, -0.7, -3.1], [-2.1, -0.2, 0.9], [-0.5, 0.7, 0.1], [0.2, 1.2, -0.6], [0.2, 0.4, 0.1], [0.5, 0.4, 0.0], [-0.1, 0.2, -0.1], [-0.4, -0.1, -0.1], [0.3, 0.9, 2.0], [-0.4, 0.4, 0.1], [0.1, -0.3, 0.1], [1.3, 0.6, 0.6], [-0.7, 0.3, 0.5], [1.4, 0.1, 0.1], [-1.0, -0.9, 0.4], [0.0, -0.5, 0.0], [-0.8, 0.7, 1.1], [1.9, -0.9, -1.1], [-1.1, 0.3, 0.2], [0.7, 1.1, 1.9], [-0.2, 0.1, -0.3], [0.0, -0.2, -0.6], [-0.4, 0.8, 1.1], [0.2, -1.1, -0.1], [-1.0, -0.1, -0.6], [0.7, -0.4, 0.2], [0.0, 0.3, -0.9], [-0.7, -0.3, 0.1], [0.0, -0.3, 0.0], [0.0, 0.2, 0.5], [-0.4, -0.5, -0.7], [-0.7, -0.2, -0.1], [-0.1, 0.5, -0.6], [0.6, -0.2, -0.1], [0.0, -0.2, 0.3], [-1.0, 0.3, -0.1], [0.6, -0.5, -0.1], [0.0, -0.6, -0.8], [0.1, 0.3, 0.5], [-0.5, 0.7, -0.2], [0.2, -0.4, 0.0], [-0.2, 0.2, -0.2], [0.3, 1.0, 0.4], [0.2, -0.6, -0.2], [1.0, -0.8, -0.1], [-0.3, 0.1, 0.0], [-0.3, 0.3, -0.5], [-0.2, 0.3, -0.2], [0.1, 0.6, 0.7], [-1.1, -0.3, -0.3], [1.6, -0.2, 0.7], [-0.9, 1.6, 0.9], [0.4, 0.6, -1.1], [0.1, 0.3, 1.4], [0.7, -1.0, -0.1], [-0.5, -0.8, -0.5], [-0.1, -0.9, -0.9], [0.0, -0.2, -0.3], [0.1, -0.2, -0.5], [0.0, -0.8, -0.2], [-0.4, -0.5, -0.9], [0.0, 0.9, 0.2], [0.2, 0.9, 0.8], [-0.8, -1.0, -0.9], [0.1, -0.9, 1.5], [-1.1, -0.4, -1.6], [0.4, -1.8, 0.7], [0.0, -0.7, -1.4], [-0.4, -1.4, -0.7], [0.9, 2.0, 0.3], [0.9, 1.2, -0.1], [0.1, -0.6, 0.3], [0.3, 0.9, -0.3], [0.1, -0.7, -0.1], [-0.8, 2.0, 0.0], [0.1, -0.5, 0.2], [-0.1, 0.1, 0.3], [0.5, 0.6, -0.3], [0.0, 0.3, 0.2], [0.0, 0.2, 0.9], [0.0, 0.9, -0.6], [-0.1, -0.5, -0.1], [0.0, 0.3, 0.3], [0.8, 1.5, 0.1], [0.0, -0.1, 0.1], [-0.2, 0.1, 0.4], [-1.7, -1.4, 0.5]],
  "lowdin_charge": [0.891, -0.391, 0.891, -0.576, -0.596, 1.054, -0.011, -0.006, 0.032, 0.006, 0.064, 0.067, 0.002, 0.052, 0.058, 0.109, 0.076, -0.122, 0.667, -0.133, -0.122, -0.249, -0.464, -0.030, -0.032, -0.058, -0.129, -0.038, 0.527, -0.142, -0.170, -0.173, 0.047, 0.001, 0.038, 0.058, 0.063, 0.013, 0.043, 0.031, 0.035, 0.125, 0.106, 0.094, 0.117, -0.004, 0.046, 0.005, 0.023, 0.028, 0.023, 0.009, 0.050, 0.037, 0.127, -0.202, 0.115, -0.246, -0.048, -0.092, -0.100, -0.025, -0.223, 0.149, 0.123, 0.104, 0.110, 0.111, 0.130, -0.058, -0.162, -0.276, -0.179, -0.115, -0.412, 0.168, 0.211, -0.393, -0.193, 0.076, -0.559, -0.228, 0.087, 0.034, 0.086, 0.112, 0.134, 0.126, 0.084, 0.052, 0.093, 0.042, 0.192],
  "molar_mass_g_mol": 823.580,
  "lumo_ev": -2.2,
  "relative_energy_kj_mol": 541.6,
  "e_homo_ha": -0.37420,
  "total_charge": 1,
  "max_force_ev_per_a": 3.40
}

---

[2]
{
  "formula": "C3H11NO",
  "method": "wB97M-V/def2-TZVPD",
  "species": ["N", "C", "O", "H", "H", "H", "H", "H", "C", "C", "H", "H", "H", "H", "H", "H"],
  "positions_angstrom": [[-3.2765, 1.9095, -0.2263], [-2.8235, 1.7515, 1.1217], [-1.5463, 2.4020, 1.3213], [-2.7354, 2.5526, -0.7681], [-3.1713, 1.0784, -0.7804], [-3.4896, 2.1421, 1.8960], [-2.6179, 0.7173, 1.3998], [-1.5045, 3.2065, 0.7986], [3.5539, -2.4368, -0.4563], [3.7747, -3.4520, -1.5737], [4.2969, -2.6956, 0.3167], [2.6275, -2.5226, 0.1117], [3.7290, -1.3989, -0.7110], [3.0314, -3.2439, -2.3473], [4.7406, -3.3553, -2.0699], [3.6862, -4.4775, -1.2230]],
  "atomic_forces_ev_per_a": [[-0.8, -0.6, -0.4], [1.6, 0.5, 0.6], [0.0, -0.4, 0.1], [0.2, 0.9, 0.2], [-0.1, -0.6, 0.2], [-0.4, 0.2, -0.4], [-0.2, -0.1, -0.3], [-0.2, 0.1, 0.1], [1.3, -0.8, 1.4], [-0.8, 0.7, -0.5], [0.0, 0.4, -0.1], [-0.3, -0.1, -0.6], [-0.1, 0.1, -0.3], [0.0, -0.5, -0.1], [0.1, 0.1, 0.3], [-0.2, 0.0, 0.0]],
  "lowdin_charge": [0.016, -0.330, -0.088, 0.057, 0.064, 0.103, 0.113, 0.065, -0.180, -0.175, 0.061, 0.060, 0.057, 0.057, 0.060, 0.060],
  "molar_mass_g_mol": 77.127,
  "lumo_ev": 0.9,
  "relative_energy_kj_mol": 103.4,
  "e_homo_ha": -0.35917,
  "total_charge": 0,
  "smiles": "NCO.CC",
  "max_force_ev_per_a": 2.05
}

---

[3]
{
  "formula": "C4H9NO",
  "method": "wB97M-V/def2-TZVPD",
  "species": ["C", "N", "C", "C", "O", "C", "H", "H", "H", "H", "H", "H", "H", "H", "H"],
  "positions_angstrom": [[0.9406, 1.4688, -0.9607], [0.4393, 0.2459, -0.4443], [-0.9587, -0.2313, -0.5012], [-0.3559, -1.3377, 0.3736], [-1.1250, -2.2196, 1.1549], [0.5061, -0.2126, 0.9602], [0.4863, 2.3333, -0.4676], [2.0274, 1.4814, -0.8177], [0.7351, 1.4975, -2.0370], [-1.3544, -0.5006, -1.4852], [-1.6219, 0.4764, 0.0227], [0.5242, -1.3408, -0.5068], [-1.7100, -1.6943, 1.7343], [-0.0261, 0.4975, 1.6142], [1.4930, -0.4641, 1.3606]],
  "atomic_forces_ev_per_a": [[0.0, 0.5, 0.0], [0.1, 0.8, -0.1], [0.0, 0.4, -0.4], [0.4, 0.7, -0.4], [0.4, 0.2, -0.4], [0.3, 0.4, 0.0], [0.1, 0.4, -0.1], [-0.2, 0.2, 0.0], [0.0, 0.2, 0.2], [0.1, 0.1, 0.1], [-0.1, -0.2, 0.0], [-1.6, -3.3, 1.6], [0.5, -0.3, -0.5], [0.0, -0.2, 0.1], [-0.1, 0.1, -0.1]],
  "lowdin_charge": [-0.087, -0.293, -0.132, -0.363, -0.020, -0.131, 0.078, 0.088, 0.088, 0.117, 0.118, 0.203, 0.101, 0.118, 0.117],
  "molar_mass_g_mol": 87.122,
  "lumo_ev": 0.9,
  "relative_energy_kj_mol": 418.8,
  "e_homo_ha": -0.32004,
  "total_charge": 0,
  "max_force_ev_per_a": 3.97
}

---

[4]
{
  "formula": "C2H6OS2",
  "method": "wB97M-V/def2-TZVPD",
  "species": ["C", "C", "O", "S", "S", "H", "H", "H", "H", "H", "H"],
  "positions_angstrom": [[1.1907, 0.7713, 0.0112], [1.4349, -0.7284, 0.0558], [-1.8835, -0.8186, 0.1499], [-2.3128, 0.8211, 0.3513], [-0.9633, -1.5454, -0.9211], [1.6409, 1.2660, -0.7991], [0.0077, 0.8894, -0.0464], [1.3682, 1.1625, 1.0151], [1.0010, -1.1661, 0.9322], [2.0625, -1.3614, -0.5114], [-3.5464, 0.7095, -0.2376]],
  "atomic_forces_ev_per_a": [[-2.8, -1.9, 1.0], [-3.9, 0.8, -0.2], [-1.3, 0.8, 2.3], [-0.5, -0.5, -0.9], [3.0, 0.2, -1.1], [0.6, 0.8, -0.8], [2.6, 0.0, -0.2], [0.6, 0.3, -0.2], [0.4, -0.4, 0.5], [0.8, -0.1, -0.7], [0.6, 0.1, 0.2]],
  "lowdin_charge": [-0.168, -0.045, -1.186, 0.717, 0.616, 0.050, 0.003, 0.076, 0.023, 0.033, -0.120],
  "molar_mass_g_mol": 110.203,
  "lumo_ev": [-0.8, -0.8],
  "relative_energy_kj_mol": 392.5,
  "e_homo_ha": [-0.30028, -0.30029],
  "total_charge": 0,
  "max_force_ev_per_a": 4.02
}

---

[5]
{
  "formula": "C9H18N2",
  "method": "wB97M-V/def2-TZVPD",
  "species": ["C", "C", "C", "C", "C", "C", "C", "C", "C", "N", "N", "H", "H", "H", "H", "H", "H", "H", "H", "H", "H", "H", "H", "H", "H", "H", "H", "H", "H"],
  "positions_angstrom": [[-0.4854, -0.7943, -1.3136], [-0.6919, -0.3357, -0.0399], [0.3814, 1.1587, -2.2739], [1.2190, 0.1563, 3.2368], [0.9015, -1.7911, -3.6925], [-1.9475, 0.6253, 2.2901], [0.6147, 1.3787, 2.6914], [-0.2027, -0.7438, -3.6153], [-0.5875, 1.2055, 1.7423], [-0.0724, -0.0805, -2.3082], [-0.1128, 0.6531, 0.5826], [-0.7322, -1.8151, -1.6083], [-1.3595, -1.1291, 0.4385], [0.2508, 1.7663, -1.3552], [0.7523, 1.5559, -3.2171], [0.6413, -0.6869, 3.6382], [1.8655, -0.3489, 2.5295], [2.1178, 0.6415, 3.9361], [1.0022, -2.2018, -4.7284], [1.8657, -1.1938, -3.3193], [0.8166, -2.6737, -3.0334], [-1.7232, -0.4386, 2.5337], [-2.8144, 0.7115, 1.5794], [-2.2064, 1.0785, 3.2799], [1.4075, 2.0028, 2.1681], [0.1992, 2.0120, 3.5197], [-1.1576, -1.0998, -3.7910], [0.0728, -0.0502, -4.4186], [-0.8577, 2.1772, 1.3084]],
  "atomic_forces_ev_per_a": [[-0.8, -1.7, 2.5], [-0.9, -2.4, 1.6], [-1.0, -0.2, 0.6], [3.8, -0.2, 1.4], [2.1, 0.3, 0.5], [0.7, -0.2, 0.6], [-0.5, 2.9, 0.4], [3.5, -0.1, -1.5], [-1.7, -1.2, 0.7], [1.0, 3.6, -3.8], [-0.1, -0.4, -1.7], [-0.3, 0.2, 0.4], [0.6, 1.4, 0.3], [0.4, -0.5, -0.7], [0.2, 0.1, 0.3], [-0.2, 0.9, 0.6], [0.1, 0.0, -0.7], [-2.6, -1.8, -1.0], [0.1, 0.6, 0.9], [-1.6, -1.6, -1.3], [-0.3, 0.4, -0.1], [-0.5, 0.4, -0.2], [1.0, 0.0, 0.7], [0.2, -0.1, -1.0], [-1.0, -0.7, 0.6], [0.4, -0.4, -0.7], [-2.2, -0.6, 0.1], [-0.5, 0.3, 0.4], [0.2, 1.1, 0.1]],
  "lowdin_charge": [0.043, -0.039, 0.352, -0.108, -0.041, 0.000, -0.220, -0.152, -0.370, -0.079, 0.176, 0.176, 0.187, 0.142, 0.155, 0.091, 0.063, 0.175, 0.120, 0.143, 0.090, 0.094, 0.111, 0.116, 0.150, 0.145, 0.127, 0.145, 0.210],
  "molar_mass_g_mol": 154.257,
  "lumo_ev": [-12.1, -11.8],
  "relative_energy_kj_mol": 474.0,
  "e_homo_ha": [-0.65321, -0.65379],
  "total_charge": 2,
  "max_force_ev_per_a": 5.30
}

---

[6]
{
  "formula": "C2H4LiMgO",
  "method": "wB97M-V/def2-TZVPD",
  "species": ["O", "Mg", "C", "C", "H", "H", "H", "Li", "H"],
  "positions_angstrom": [[-0.0497, -0.2182, -0.4842], [1.7147, -0.9448, 0.4268], [-0.7900, 0.6632, 0.0379], [-2.0107, 0.9690, -0.7212], [-1.9211, 1.6940, 0.1364], [-1.8379, 0.9005, -1.7938], [-2.9919, 0.5740, -0.4737], [0.4504, -2.1437, -0.3234], [-0.3642, 1.3332, 0.7861]],
  "atomic_forces_ev_per_a": [[2.3, -1.1, 1.3], [3.3, 3.4, 1.7], [0.0, -3.1, -3.0], [0.7, 0.4, 4.0], [-2.5, 3.2, -2.8], [0.1, 1.0, 0.1], [0.0, -0.7, 0.3], [-3.7, -2.8, -2.3], [-0.2, -0.3, 0.7]],
  "lowdin_spin": [0.169, 0.542, 0.019, 0.005, 0.000, 0.000, 0.000, 0.263, 0.002],
  "molar_mass_g_mol": 75.299,
  "lumo_ev": [-9.8, -11.2],
  "relative_energy_kj_mol": 386.7,
  "e_homo_ha": [-0.66319, -0.73814],
  "total_charge": 2,
  "spin_multiplicity": 2,
  "max_force_ev_per_a": 5.19
}